Formula: C17H28BClFIN5O6S
Source: the Open Molecules 2025 dataset
Level of theory: ωB97M-V/def2-TZVPD

Kohn-Sham gap (Eh): 0.2705
Charge: +1
HOMO energy (Ha): -0.413
Electronic energy (hartree): -2670.19239

Positions of all 61 atoms, in Å:
O (-3.67, -3.84, -0.82)
S (-3.66, -2.65, -0.02)
O (-4.71, -2.64, 0.96)
Cl (-4.01, -1.04, -1.28)
C (-2.11, -2.41, 0.89)
C (-0.89, -3.24, 0.35)
C (0.18, -2.26, -0.22)
C (1.13, -1.61, 0.87)
C (0.62, -0.19, 1.18)
C (0.74, 0.96, 0.41)
C (1.42, 1.25, -0.93)
C (0.88, 0.42, -2.13)
C (-0.61, 0.71, -2.50)
C (-0.74, 2.18, -3.05)
O (-2.03, 2.43, -3.59)
N (0.08, 1.92, 1.23)
O (-0.10, 3.24, 0.94)
B (-1.48, 3.42, 0.52)
O (-2.27, 4.46, 0.96)
O (-2.00, 2.50, -0.36)
C (-0.37, 1.37, 2.36)
I (-1.37, 2.21, 4.01)
N (-0.07, 0.04, 2.37)
F (-0.32, -0.83, 3.33)
H (-1.85, -1.33, 0.81)
H (-2.31, -2.66, 1.95)
H (-0.48, -3.95, 1.10)
H (-1.22, -3.87, -0.51)
H (-0.37, -1.42, -0.71)
H (0.81, -2.70, -1.01)
H (0.99, -2.20, 1.81)
H (2.20, -1.59, 0.57)
H (2.51, 1.11, -0.83)
H (1.23, 2.32, -1.15)
H (1.04, -0.67, -2.04)
H (1.48, 0.72, -3.02)
H (-0.89, 0.06, -3.37)
H (-1.33, 0.49, -1.69)
H (0.02, 2.25, -3.87)
H (-0.47, 2.91, -2.26)
H (-2.42, 1.63, -3.94)
H (-2.90, 4.06, 1.59)
H (-2.64, 2.93, -0.96)
C (3.66, -3.37, 4.34)
C (3.82, -3.41, 2.88)
N (3.94, -3.45, 1.73)
H (2.82, -2.73, 4.61)
H (3.47, -4.37, 4.72)
H (4.57, -2.98, 4.81)
C (5.92, 0.57, 4.91)
C (5.76, -0.75, 5.53)
N (5.63, -1.79, 6.02)
H (5.00, 1.15, 5.01)
H (6.73, 1.11, 5.40)
H (6.15, 0.46, 3.85)
C (-4.57, 2.46, -7.34)
C (-3.62, 2.61, -6.23)
N (-2.87, 2.72, -5.35)
H (-4.10, 2.77, -8.28)
H (-4.89, 1.42, -7.43)
H (-5.45, 3.09, -7.17)